Computed, not measured: a cluster of 3 separate species, C5H14N3O9S3 in total at a distorted geometry, with the ωB97M-V functional and the def2-TZVPD basis.

Computed properties:
Lowest unoccupied orbital energy: -4.529 eV
Total charge: +1
Highest occupied orbital energy: -13.02 eV
Kohn-Sham gap: 8.5 eV

The geometry in XYZ format:
```
34
Properties=species:S:1:pos:R:3:mulliken_charge:R:1
N 0.288 3.232 2.403 -0.425
C -0.882 3.076 1.731 0.401
N -1.468 4.179 1.309 -0.243
N -1.506 1.835 1.511 -0.321
O -0.774 1.056 0.615 -0.174
S -1.716 0.973 3.024 -0.076
H 0.591 2.369 2.854 0.320
H 1.013 3.603 1.790 0.303
H -2.007 4.188 0.451 0.275
H -1.335 5.033 1.835 0.298
H 0.170 1.034 0.877 0.482
H -2.757 1.677 3.518 0.201
C 1.696 1.175 -3.631 -0.377
C 0.358 0.783 -3.040 -0.335
O 0.682 -0.181 -2.032 -0.108
S 2.099 0.173 -1.392 1.091
O 1.887 0.905 -0.179 -0.645
O 2.917 -0.978 -1.426 -0.549
O 2.589 1.208 -2.505 -0.306
H 2.058 0.424 -4.334 0.298
H 1.668 2.145 -4.120 0.326
H -0.317 0.352 -3.774 0.352
H -0.129 1.634 -2.555 0.198
C 0.224 -4.063 1.439 -0.326
C -1.122 -4.510 0.911 -0.424
O -1.678 -3.331 0.308 -0.315
S -0.498 -2.440 -0.308 1.171
O -0.399 -2.723 -1.692 -0.605
O -0.618 -1.108 0.185 -0.395
O 0.721 -3.159 0.442 -0.301
H 0.124 -3.517 2.379 0.258
H 0.915 -4.891 1.574 0.316
H -1.778 -4.881 1.694 0.328
H -1.015 -5.271 0.136 0.308
```

Computed, not measured: a structure of composition C5H14N4 at a distorted geometry, with the ωB97M-V functional and the def2-TZVPD basis.

Computed properties:
Lowest unoccupied orbital energy (spin up / spin down): -0.482 / -0.483 eV
Total charge: 0
Highest occupied orbital energy (spin up / spin down): -8.71 / -8.71 eV
Kohn-Sham gap (spin up / spin down): 8.2 / 8.2 eV

The geometry in XYZ format:
```
23
Properties=species:S:1:pos:R:3:mulliken_charge:R:1
C 2.077 1.611 0.193 -0.760
C -1.677 0.791 1.033 -0.723
C -1.826 -1.502 0.558 -0.588
C -0.909 -0.062 -2.195 -0.906
N 1.879 0.407 0.985 -0.188
N -2.186 -0.276 0.224 -0.190
N 2.976 -0.623 0.780 -0.509
C 1.678 -0.809 0.335 0.648
N 0.908 -1.561 -0.270 -0.830
H 3.193 -1.068 1.669 0.298
H -0.057 -0.303 -1.447 0.053
H 2.644 2.327 0.787 0.320
H 1.095 2.028 -0.035 0.199
H 2.607 1.408 -0.743 0.319
H -0.329 -1.580 0.083 0.405
H -1.632 -1.717 1.617 0.408
H -2.518 1.210 1.587 0.362
H -0.900 0.507 1.756 0.320
H -1.272 1.569 0.389 0.182
H -2.409 -2.296 0.102 0.293
H -1.467 -0.978 -2.328 0.291
H -1.523 0.793 -1.958 0.251
H -0.352 0.126 -3.118 0.346
```